Entry 1:
171
Properties=species:S:1:pos:R:3:forces:R:3 method="wB97M-V/def2-TZVPD" homo_energy_ev=-10.90 lumo_energy_ev=-2.9 largest_force_ev_per_a=4.8 charge=+1 gap_ev=7.98
C 5.59944 1.42570 0.78227 -0.1 0.0 -0.1
C 4.07801 1.25639 0.48356 0.9 -0.6 -0.2
B 3.89838 0.74113 -0.99034 -0.7 0.7 0.4
O 4.37757 1.30151 -2.10396 -0.3 -0.1 -0.3
N 3.23042 -0.62922 -1.18888 0.4 -0.4 -0.2
C 4.10380 -1.80027 -1.16740 0.1 0.0 -0.4
C 4.94467 -1.86901 -2.45529 0.3 -0.8 2.2
C 6.45749 -2.34156 -2.24100 -0.6 1.7 -2.9
O 5.22227 -3.05399 -2.97870 0.2 0.2 -1.1
C 1.94792 -0.64506 -1.31634 0.0 -0.1 0.1
N 1.39078 0.64040 -1.19179 -0.2 0.1 0.3
C 0.85780 0.92742 0.16874 0.0 0.0 0.1
C -0.63977 0.72056 0.39949 -0.1 0.7 0.0
C -0.92741 0.70188 1.91175 -0.7 -0.3 -0.2
C -2.20808 -0.07571 2.28008 -0.1 -0.3 -0.2
O -3.11666 0.62678 3.11219 -0.1 0.4 -0.8
C 0.55303 1.12523 -2.29506 0.1 0.3 -0.4
C 1.37810 1.89962 -3.32193 -0.6 0.0 -0.3
C 1.78242 3.26685 -2.78925 0.5 -0.2 -0.1
C 0.69735 4.30836 -2.90531 0.0 -0.1 0.1
O -0.29947 4.19230 -3.55406 -0.2 0.0 -0.1
O 0.91944 5.45390 -2.22351 0.1 0.1 0.2
N 1.20628 -1.81863 -1.42447 0.2 0.2 -0.5
C 0.93033 -2.48684 -0.13893 -0.5 0.4 0.8
C -0.54892 -2.50497 0.30477 0.3 -0.6 0.0
C -1.55821 -2.62593 -0.81813 -0.5 0.0 0.4
O -1.67195 -3.95473 -1.31300 0.3 0.2 -0.2
C 1.19906 -2.63582 -2.65046 0.1 -0.6 0.1
I 1.99724 -1.60818 -4.37880 -0.4 0.2 0.2
C 1.88002 -4.01944 -2.56118 0.0 -0.1 -0.6
C 0.95786 -5.11110 -3.11119 0.7 0.1 -0.1
H 5.84617 1.06223 1.77790 0.0 0.1 0.1
H 6.22211 0.86205 0.08229 0.0 0.0 0.0
H 5.90463 2.46661 0.70476 0.0 0.0 0.0
H 3.71074 0.49443 1.17368 -0.3 0.2 0.1
H 3.55000 2.19538 0.64903 -0.1 0.0 0.1
H 4.64100 2.23463 -2.00823 0.6 0.1 0.1
H 4.79719 -1.68848 -0.33760 -0.2 0.0 0.1
H 3.55630 -2.73364 -1.06939 -0.2 0.1 0.1
H 4.80055 -1.06610 -3.17879 0.2 0.3 0.3
H 6.78920 -1.51313 -2.93562 0.1 -0.6 -0.3
H 7.20234 -3.02181 -2.65582 0.3 -0.8 1.9
H 1.42591 0.33649 0.89073 0.0 -0.1 -0.1
H 1.09789 1.97025 0.39328 0.0 0.0 0.0
H -1.16582 1.59478 0.00542 -0.1 -0.1 -0.1
H -1.05468 -0.13296 -0.13394 0.2 0.0 0.1
H -1.10292 1.73410 2.21616 0.4 0.0 0.2
H -0.07639 0.27509 2.44509 0.0 0.2 0.2
H -2.75916 -0.34270 1.37599 -0.1 0.2 -0.1
H -1.94537 -1.01787 2.77437 -0.1 0.3 -0.6
H -2.63195 1.17886 3.73955 0.0 -0.4 -0.3
H -0.16894 1.83710 -1.89665 -0.1 -0.1 0.2
H -0.03596 0.33584 -2.76836 0.1 -0.2 0.1
H 2.24218 1.34250 -3.67416 0.1 0.0 0.2
H 0.72788 2.04075 -4.18939 0.1 0.1 0.0
H 2.11293 3.19875 -1.74631 0.0 0.0 0.0
H 2.64291 3.64233 -3.35389 0.0 0.1 0.1
H 1.76424 5.40445 -1.75534 0.0 0.0 0.0
H 1.33012 -3.49965 -0.08735 0.1 0.0 -0.4
H 1.46991 -1.92956 0.63239 0.1 -0.1 0.0
H -0.67825 -3.38981 0.93547 0.0 0.1 0.1
H -0.75074 -1.66845 0.96620 0.0 -0.1 -0.2
H -1.34924 -1.92925 -1.63840 0.1 -0.1 0.0
H -2.54192 -2.35237 -0.42348 0.0 0.0 0.0
H -0.97000 -4.49695 -0.93349 -0.1 -0.1 0.1
H 0.16794 -2.80002 -2.95843 -0.1 0.2 0.1
H 2.77310 -4.04463 -3.18660 0.1 0.2 0.2
H 2.22205 -4.25190 -1.55693 -0.2 0.0 0.1
H 1.54280 -6.02668 -3.20257 -0.2 -0.1 0.1
H 0.66707 -4.83926 -4.12862 -0.3 0.0 0.1
H 0.10284 -5.29593 -2.47609 -0.2 0.0 -0.2
C -0.61363 6.54689 0.99810 -0.1 0.1 -0.1
C -1.71749 5.54227 1.26639 -0.1 0.2 0.0
O -0.97342 4.33170 1.47691 -0.1 0.0 -0.1
C 0.28051 4.65934 1.84808 -0.2 0.1 0.0
O 1.07132 3.85939 2.24166 0.3 0.0 0.0
O 0.49249 5.98255 1.72618 0.0 -0.1 -0.1
H -0.83608 7.54395 1.36625 0.1 0.0 0.1
H -0.34494 6.60261 -0.05789 0.0 -0.1 0.0
H -2.27331 5.76976 2.17666 0.0 0.0 0.0
H -2.41253 5.42006 0.44077 0.1 -0.1 0.0
C 8.65452 4.66909 -2.47363 0.2 0.1 0.0
C 8.31317 5.70532 -1.42077 0.2 0.0 0.0
O 6.88404 5.57093 -1.32340 -0.1 -0.1 0.0
C 6.55136 4.34569 -1.74254 0.1 0.0 0.0
O 5.45590 3.87016 -1.62519 -0.3 -0.1 0.0
O 7.59073 3.71415 -2.30547 -0.1 0.0 0.0
H 9.61692 4.19066 -2.32024 -0.1 -0.1 0.1
H 8.60499 5.06646 -3.48742 0.0 0.0 0.0
H 8.74871 5.47636 -0.44802 0.0 0.0 0.0
H 8.57644 6.71972 -1.70390 -0.2 0.0 0.0
C 4.09433 -6.72951 0.60865 0.1 0.0 0.1
C 3.64999 -8.16990 0.44481 0.2 -0.1 0.0
O 2.22576 -8.03760 0.36185 0.0 0.1 0.0
C 1.93319 -6.79548 -0.05830 0.0 -0.1 0.1
O 0.85005 -6.42575 -0.38492 0.0 0.2 0.1
O 3.04424 -6.01423 -0.06025 0.0 0.0 0.0
H 5.05195 -6.51328 0.14304 -0.1 0.1 -0.1
H 4.11918 -6.41569 1.65293 0.0 0.0 0.0
H 4.01339 -8.61829 -0.48070 0.0 0.0 0.0
H 3.91933 -8.80584 1.28283 -0.1 0.0 0.0
C -2.83346 -2.64340 5.70703 -0.3 0.0 0.3
C -2.67871 -1.21569 5.23279 -0.5 -0.3 0.1
O -1.35527 -1.23128 4.66257 0.3 -0.1 0.6
C -1.05958 -2.50592 4.32304 -0.1 -0.2 0.2
O -0.11034 -2.81908 3.66726 0.1 0.1 -0.2
O -1.97591 -3.36050 4.80120 0.2 0.2 -0.1
H -3.85105 -3.01938 5.64219 0.0 -0.1 -0.1
H -2.46555 -2.79419 6.72265 0.1 0.0 0.0
H -3.39257 -0.95307 4.45018 0.1 -0.1 0.2
H -2.73973 -0.48087 6.02956 0.2 0.0 0.0
C 0.45903 6.61267 -6.32636 0.0 0.0 0.2
C -0.76448 5.86485 -6.81195 0.0 -0.1 0.1
O -1.01108 6.48449 -8.07614 0.1 0.0 0.0
C 0.15037 7.02382 -8.52538 0.0 0.0 0.0
O 0.32067 7.45959 -9.61330 0.0 0.0 0.0
O 1.09477 6.99185 -7.54692 -0.1 0.0 0.0
H 1.12667 5.99849 -5.72719 0.1 0.0 -0.1
H 0.20144 7.51371 -5.76660 0.0 0.0 0.0
H -0.56826 4.80277 -6.96905 0.0 0.0 0.0
H -1.62138 5.97670 -6.15391 -0.1 0.1 -0.1
C -7.15657 1.45743 2.79318 0.3 0.1 -0.1
C -6.31255 0.81977 3.87430 1.9 1.6 -0.7
O -7.05021 1.14490 5.06422 1.9 4.4 0.1
C -8.33798 1.36511 4.71838 -1.1 2.4 -0.6
O -9.23850 1.48072 5.48388 0.3 -0.2 -0.1
O -8.46754 1.42746 3.36595 -0.1 -0.1 0.3
H -7.13733 0.90734 1.85743 -0.2 0.0 0.0
H -6.87110 2.49528 2.60856 -0.1 0.0 0.0
H -6.26200 -0.26051 3.78138 1.5 1.8 -0.1
H -5.30507 1.21895 3.91868 -0.1 0.3 0.3
C -8.45958 -1.77332 1.32061 -0.2 0.0 -0.3
C -8.69857 -3.26468 1.46153 -0.1 0.0 0.0
O -7.40103 -3.74826 1.83778 0.0 0.2 0.0
C -6.71401 -2.73404 2.39443 0.4 -0.8 -0.2
O -5.66990 -2.82941 2.95765 -0.2 0.2 -0.1
O -7.37647 -1.56021 2.23709 -0.2 -0.7 -2.9
H -9.31613 -1.16748 1.60470 0.1 0.1 0.1
H -8.13163 -1.49129 0.31878 0.0 0.0 0.0
H -9.40253 -3.49902 2.26089 0.0 0.0 0.0
H -9.02517 -3.74305 0.54288 0.1 0.0 0.0
C 4.27077 -3.57976 -6.41275 0.1 0.0 0.1
C 5.69546 -4.01577 -6.13124 0.0 0.0 0.1
O 5.94048 -4.94638 -7.18510 0.0 0.0 0.0
C 5.10041 -4.66299 -8.21514 0.0 0.0 0.0
O 5.16466 -5.14333 -9.29431 0.0 0.0 0.0
O 4.17285 -3.74716 -7.82510 0.1 0.0 0.0
H 4.07472 -2.54788 -6.13587 0.1 0.0 -0.2
H 3.53521 -4.22552 -5.92665 0.0 0.0 0.0
H 6.40658 -3.19092 -6.21618 0.0 0.0 0.0
H 5.81616 -4.49581 -5.16381 0.0 -0.1 -0.1
C -0.46037 2.73301 5.11047 0.4 0.1 -0.2
C -0.77198 3.51694 6.36929 0.1 -0.1 0.0
O -2.20362 3.60389 6.31927 0.0 -0.2 -0.1
C -2.67070 2.59245 5.55818 -0.2 0.4 0.4
O -3.81336 2.29168 5.43430 0.1 0.0 0.0
O -1.64922 1.95567 4.92959 0.2 0.2 0.5
H 0.40650 2.08483 5.20488 -0.1 -0.1 0.0
H -0.33723 3.36562 4.23123 0.1 0.0 0.1
H -0.47988 2.98633 7.27645 -0.1 0.0 0.0
H -0.33750 4.51251 6.38123 -0.1 0.0 0.0
C -7.54149 -1.07533 4.69773 -2.4 -3.2 0.6
C -8.74793 -1.97590 4.88097 0.3 0.2 0.2
O -8.14328 -3.23531 5.20166 -0.1 -0.3 0.0
C -6.91450 -2.99964 5.70771 0.3 0.3 -0.1
O -6.21060 -3.81610 6.21080 0.0 -0.1 0.0
O -6.57477 -1.69688 5.55336 0.1 -0.1 0.4
H -7.71254 -0.04659 5.00392 -0.4 -4.8 0.7
H -7.15870 -1.09036 3.67500 -1.7 -1.0 2.5
H -9.37817 -1.66599 5.71569 -0.1 0.0 0.0
H -9.35859 -2.07114 3.98729 -0.1 -0.1 0.0


Entry 2:
63
Properties=species:S:1:pos:R:3:forces:R:3 method="wB97M-V/def2-TZVPD" homo_energy_ev=-10.33 lumo_energy_ev=-2.1 de_lowest_ev=0.000 largest_force_ev_per_a=2.2 charge=+1 gap_ev=8.20
Pt -0.46883 -0.48112 -0.61166 0.1 0.1 -2.2
C -1.92751 2.34233 -2.39626 0.1 0.0 0.0
C -0.97241 2.59545 -1.27819 0.0 0.0 -0.1
C -0.51661 3.81981 -0.79117 -0.1 0.0 0.0
C 0.37952 3.51813 0.21890 -0.1 0.0 0.0
C 1.17096 4.45352 1.06988 0.0 -0.1 0.0
N 0.43773 2.18003 0.32926 -0.1 0.2 -0.1
N -0.38214 1.61360 -0.59693 0.0 -0.7 0.5
B 1.35380 1.32928 1.23981 -0.3 -0.3 0.2
N 0.51244 0.47490 2.20738 0.3 0.3 0.2
N -0.37559 -0.41201 1.72922 -0.4 -0.4 0.8
C -0.96263 -0.99037 2.76985 0.2 0.2 0.1
C -2.01188 -2.03789 2.58619 0.1 0.1 0.1
C -0.43639 -0.45905 3.95802 -0.1 -0.1 0.0
C 0.50158 0.47123 3.55962 -0.1 0.0 0.1
C 1.36870 1.34361 4.40591 0.0 0.0 -0.1
N 2.18044 0.42527 0.29559 0.2 -0.1 -0.1
N 1.59332 -0.35895 -0.64902 -0.6 0.0 0.5
C 2.55712 -0.94979 -1.35404 0.0 0.0 -0.1
C 2.27109 -1.86063 -2.50165 0.0 0.0 0.0
C 3.79372 -0.53785 -0.85799 0.0 0.0 0.0
C 3.51629 0.33753 0.17745 0.0 -0.1 -0.1
C 4.47449 1.08731 1.04006 -0.1 0.0 0.0
H -1.99997 3.22519 -3.02731 0.0 0.0 0.0
H -2.93480 2.12668 -2.03030 0.0 0.1 -0.1
H -1.59066 1.50535 -3.00736 0.0 0.0 0.0
H -0.79887 4.80003 -1.13610 0.0 0.0 0.0
H 0.90820 5.47817 0.81750 0.0 0.0 0.0
H 2.24146 4.32250 0.91079 0.0 0.0 0.0
H 0.96894 4.29141 2.12840 0.0 0.0 0.0
H 2.06930 2.03070 1.88299 0.1 0.0 -0.2
H -2.22759 -2.15848 1.52271 0.0 0.0 0.0
H -2.93292 -1.76363 3.10143 0.0 0.0 0.0
H -1.68601 -2.99770 2.99031 0.0 0.0 0.0
H -0.70099 -0.71784 4.97018 0.0 0.0 0.0
H 1.16665 1.14222 5.45539 0.0 0.0 0.0
H 1.17714 2.40043 4.21638 0.0 0.0 0.0
H 2.42673 1.15854 4.21716 0.0 0.0 0.0
H 1.25605 -1.70497 -2.86983 0.0 0.0 0.0
H 2.40250 -2.90968 -2.22198 0.0 0.0 0.0
H 2.96246 -1.66125 -3.31836 0.0 0.0 0.0
H 4.76608 -0.82775 -1.21821 0.0 0.0 0.0
H 5.49104 0.80358 0.77778 0.0 0.0 0.0
H 4.31255 0.86871 2.09528 0.0 0.0 0.0
H 4.36990 2.16365 0.90260 0.0 0.0 0.0
N -2.59582 -0.44991 -0.96685 0.8 0.3 -0.1
C -2.83537 -0.84241 -2.38273 -0.4 -0.2 -0.2
C -3.40081 -2.24671 -2.47863 0.0 0.0 0.2
C -2.62851 -3.29566 -1.68467 -0.1 -0.1 -0.1
C -1.13593 -3.36164 -1.98196 -0.1 0.1 0.0
N -0.36328 -2.62593 -0.95267 0.2 0.7 0.4
H -3.20958 -0.97456 -0.35183 0.1 0.0 0.1
H -2.80977 0.53205 -0.82682 -0.1 0.0 0.0
H -1.88731 -0.77751 -2.90736 0.0 0.0 0.0
H -3.52780 -0.15590 -2.87264 0.0 0.1 0.1
H -3.41957 -2.51625 -3.53641 0.0 -0.1 0.0
H -4.43740 -2.26031 -2.12988 0.0 0.1 -0.1
H -3.08728 -4.26217 -1.89127 0.0 0.0 0.1
H -2.74717 -3.12537 -0.60931 -0.1 -0.1 0.0
H -0.90882 -2.93254 -2.95865 0.0 0.0 0.0
H -0.80897 -4.40219 -2.00120 0.1 0.0 0.1
H 0.62896 -2.73603 -1.13509 0.0 -0.2 0.1
H -0.52998 -3.04717 -0.04168 0.0 -0.1 0.0


Entry 3:
9
Properties=species:S:1:pos:R:3:forces:R:3 method="wB97M-V/def2-TZVPD" spin_multiplicity=2 homo_energy_ev="-19.34 / -20.10" lumo_energy_ev="-9.4 / -11.2" de_lowest_ev=0.000 largest_force_ev_per_a=10.6 charge=+2 gap_ev="9.96 / 8.93"
F -1.65831 -0.21815 2.74799 -0.5 0.2 -0.3
O -4.73059 0.98588 0.70493 -2.9 1.1 1.9
Mg -3.07480 0.59147 1.95824 -1.1 0.2 -1.2
Li -0.43850 -1.31210 3.32439 0.3 -0.2 0.2
C -6.09948 1.03647 0.79303 8.7 -6.0 -1.2
C -6.80655 2.10766 1.07169 -3.2 3.2 0.1
H -7.89308 2.00429 1.04654 0.2 0.3 0.3
F -6.51526 -0.20013 0.61206 -1.3 1.5 0.2
H -6.32848 3.07936 1.17162 -0.1 -0.3 0.1


Entry 4:
20
Properties=species:S:1:pos:R:3:forces:R:3 method="wB97M-V/def2-TZVPD" homo_energy_ev=-9.11 lumo_energy_ev=0.7 de_lowest_ev=0.924 largest_force_ev_per_a=1.7 gap_ev=9.86
C 1.44692 0.17790 -1.27090 -1.4 -0.7 0.5
C 0.32398 0.32689 -0.17890 1.0 -0.8 -1.2
N -0.23208 1.66777 -0.07078 0.7 0.0 1.5
C 0.73139 -0.15582 1.23572 -1.0 0.8 -0.8
C -0.53605 -0.71048 1.91145 1.2 -0.8 -0.4
S -0.91456 -2.46121 1.32924 0.0 0.8 0.4
H 2.04139 1.07214 -1.42254 0.3 -0.1 0.1
H 2.00379 -0.73598 -1.06196 0.5 0.3 0.1
H 0.88744 -0.07405 -2.17372 0.3 0.5 -0.4
H -0.40212 -0.42388 -0.51918 -0.4 0.3 0.2
H -0.42409 2.20386 -0.89877 -0.1 -0.5 -0.6
H 0.52014 2.15465 0.42606 -0.6 0.4 -0.2
H 1.04908 0.77451 1.71847 0.3 -0.4 0.5
H 1.54135 -0.87100 1.16892 0.1 -0.1 0.2
H -1.31927 0.01203 1.70835 -0.4 -0.3 0.2
H -0.37236 -0.92442 2.95530 -0.2 0.7 0.4
H -0.46572 -2.97135 2.49381 -0.1 -0.2 -0.4
O -2.04928 0.66581 -2.30281 0.1 -0.2 -0.1
H -2.15826 0.36648 -3.21177 0.0 0.0 0.1
H -1.67169 -0.09383 -1.83598 -0.2 0.3 -0.1


Copy entry 4 word for word.
20
Properties=species:S:1:pos:R:3:forces:R:3 method="wB97M-V/def2-TZVPD" homo_energy_ev=-9.11 lumo_energy_ev=0.7 de_lowest_ev=0.924 largest_force_ev_per_a=1.7 gap_ev=9.86
C 1.44692 0.17790 -1.27090 -1.4 -0.7 0.5
C 0.32398 0.32689 -0.17890 1.0 -0.8 -1.2
N -0.23208 1.66777 -0.07078 0.7 0.0 1.5
C 0.73139 -0.15582 1.23572 -1.0 0.8 -0.8
C -0.53605 -0.71048 1.91145 1.2 -0.8 -0.4
S -0.91456 -2.46121 1.32924 0.0 0.8 0.4
H 2.04139 1.07214 -1.42254 0.3 -0.1 0.1
H 2.00379 -0.73598 -1.06196 0.5 0.3 0.1
H 0.88744 -0.07405 -2.17372 0.3 0.5 -0.4
H -0.40212 -0.42388 -0.51918 -0.4 0.3 0.2
H -0.42409 2.20386 -0.89877 -0.1 -0.5 -0.6
H 0.52014 2.15465 0.42606 -0.6 0.4 -0.2
H 1.04908 0.77451 1.71847 0.3 -0.4 0.5
H 1.54135 -0.87100 1.16892 0.1 -0.1 0.2
H -1.31927 0.01203 1.70835 -0.4 -0.3 0.2
H -0.37236 -0.92442 2.95530 -0.2 0.7 0.4
H -0.46572 -2.97135 2.49381 -0.1 -0.2 -0.4
O -2.04928 0.66581 -2.30281 0.1 -0.2 -0.1
H -2.15826 0.36648 -3.21177 0.0 0.0 0.1
H -1.67169 -0.09383 -1.83598 -0.2 0.3 -0.1